[1]
# C19H33NO2S8SbV

A molecular structure, C19H33NO2S8SbV at a distorted geometry (ωB97M-V/def2-TZVPD, the OMol25 dataset).

```
! RIJCOSX wB97M-V def2-TZVPD def2/J DEFGRID3
* xyz 0 3
H -0.0116 3.4583 -0.5281
C -2.4679 -2.8408 0.5511
H -2.1603 1.5009 2.7357
H 2.6517 -3.7563 -2.2050
C -0.6964 3.5409 -3.6896
H -1.7984 -3.9005 2.2990
H -2.4099 5.5862 4.0189
H 0.5778 0.0995 -3.8647
H 1.6074 1.9267 3.6749
H -1.2523 2.9379 -4.4087
H -1.8428 -3.3977 -0.1445
S -2.5940 -1.1326 -0.0744
Sb 5.5694 -0.2094 -0.2498
H 2.7753 -4.4358 1.2841
H -1.7922 -2.3195 -3.5648
C -1.8773 4.7908 3.5148
C 0.9015 1.1328 -3.7451
H -2.0425 -3.4385 -2.2243
C 0.0693 4.0225 2.3317
H 1.0446 4.1950 1.8928
H 2.7652 -2.8716 2.1172
H 2.1867 -4.8564 -0.8899
C -2.7606 -1.4253 -1.8681
H 0.7709 -4.2914 2.7184
H -2.6288 -0.4323 -2.3015
N -0.4065 2.7863 -2.4785
C 1.9818 -3.8931 -1.3568
S -0.0623 -2.1151 -1.8848
H 0.6445 1.7085 -4.6281
S -0.1392 -2.2128 1.9887
H -3.4129 3.3348 3.8690
O 1.6106 2.0180 0.9168
H -1.3092 4.3995 -3.4330
H 0.3027 -4.3405 1.0003
C 0.5143 -3.8362 -1.7975
H 0.3869 -4.2984 -2.7775
C -1.8436 -2.8739 1.9360
H 1.8892 0.2292 3.1994
C -0.4868 2.7568 2.2903
H -2.4216 -2.2762 2.6418
O 0.5156 1.0699 -1.3865
H 1.9873 1.1055 -3.6287
H -0.1224 -4.3581 -1.0787
C 2.2526 -3.4827 1.3757
S 2.5243 -2.5836 -0.1879
C -0.8628 3.2932 -1.1886
H -0.2104 6.0390 2.9973
H -3.7801 -1.7574 -2.0676
S 3.6235 0.4434 -1.7343
C -1.7698 -2.4141 -2.4776
C -1.7436 2.4989 2.8165
H 0.2153 3.9078 -4.1629
C -2.4392 3.5237 3.4374
H 0.3310 0.6876 3.9497
S 3.6928 -0.2250 1.4501
H -3.4680 -3.2784 0.5731
S 0.4598 1.3633 1.6595
H -1.5303 2.5753 -0.7059
H -1.3903 4.2324 -1.3256
C 1.1453 1.0133 3.3059
C 0.8040 -3.7520 1.7698
C -0.6358 5.0458 2.9472
S 5.9684 -2.3841 -0.7190
C 0.3348 1.6621 -2.4620
V 2.2654 0.5040 -0.0233
*
```

Computed properties:
<S²> = 2.03
Relative energy (zero: lowest compared OMol25 entry of this formula, charge and spin) = 1.179 eV
HOMO level (alpha / beta) = -6.0 / -6.3 eV
E_LUMO (alpha / beta) = 0.0 / 0.1 eV

=====

[2]
# C19H34BrF3INO5

4 unconnected molecules or ions with the total composition C19H34BrF3INO5 (ωB97M-V/def2-TZVPD, the OMol25 dataset).

```
! RIJCOSX wB97M-V def2-TZVPD def2/J DEFGRID3
* xyz 0 1
H 4.8112 -3.5591 3.1192
C -8.1368 0.9368 -0.6438
C 6.4349 -4.0775 4.4511
H -8.6738 2.3704 -2.1680
F 3.8392 -0.4688 2.2015
C -8.2164 0.4058 -2.9459
H -2.2356 4.4304 -0.3525
H -6.2042 1.2303 -2.8910
H -8.6453 -0.5965 -2.8822
F 2.2925 0.5050 3.3616
O 2.0024 0.5632 0.5220
H 5.0022 -2.4014 4.4387
C -6.7711 0.3947 -2.4663
H 6.9536 -3.6132 5.2925
H 6.1233 -1.8927 1.9855
O 0.7306 -1.2264 1.1376
C 2.4150 -1.0080 -1.2895
C 5.5420 -3.0528 3.7538
H 4.7867 2.3056 -1.0271
C 2.0205 0.4172 -0.9065
H -4.6625 1.4854 -0.6714
H 5.8969 -4.9486 4.8216
Br 4.8040 -0.9021 -2.9457
F 2.3466 -1.6543 3.2137
H 2.9134 -2.4253 -2.7521
H 7.0129 -1.4789 3.4619
H -2.4431 2.1641 1.3024
H 8.4049 -4.7158 3.7251
H 1.5773 -1.6827 -1.1042
H 1.0420 -1.0217 -3.7125
O -3.3273 2.9419 -1.2733
C 6.5543 -2.3001 2.9003
C 1.6383 -0.4627 1.3020
C -8.8734 1.3261 -1.9189
H 3.1108 1.4113 -2.4692
N 4.1658 1.6169 -0.6240
O -6.8222 0.5475 -1.0453
C 2.9294 1.5460 -1.3999
H 2.3908 -1.4083 -4.7747
H 2.2548 0.2119 -4.1103
H -4.9661 3.8242 0.8596
H -2.9617 0.9874 -0.7210
C -3.8785 3.7262 0.8858
H -8.6211 0.0888 -0.1478
H -3.5002 4.3373 1.7041
H -9.9512 1.1952 -1.8372
C -3.4847 2.2534 0.9838
H -8.0589 1.7563 0.0718
O 7.5685 -3.2444 2.5539
H -4.1026 1.6757 1.6692
C -3.2794 4.1143 -0.4607
H -3.8311 4.9121 -0.9601
H -8.3140 0.7537 -3.9729
C 2.1038 -0.8421 -3.8870
C 2.9093 -1.3372 -2.7016
H -6.2479 -0.5324 -2.7019
C 7.4249 -4.4238 3.3461
C -3.6385 1.8017 -0.4605
I 0.0035 0.8999 -1.6032
H 4.6538 0.7297 -0.6367
H 2.3903 2.4834 -1.2640
C 2.5460 -0.5248 2.5474
H 7.0441 -5.2325 2.7126
H 3.2071 -1.3153 -0.5956
*
```

Computed properties:
SMILES = C[C@@H](Br)C[C@](I)(CN)OC(=O)C(F)(F)F.C1CCOC1.C1CCOC1.C1CCOC1
HOMO level = -9.2 eV
E_LUMO = 0.3 eV

=====

[3]
# C19H34FNO9

3 unconnected molecules or ions with the total composition C19H34FNO9 at a distorted geometry (ωB97M-V/def2-TZVPD, the OMol25 dataset).

```
! RIJCOSX wB97M-V def2-TZVPD def2/J DEFGRID3
* xyz -2 1
H 2.2549 2.1100 -0.5478
H 1.2647 3.0244 -1.7996
H 0.1428 -1.3801 -0.7513
C -3.0375 2.1899 -1.1842
H 6.3562 -6.2864 -1.4405
H -0.4903 1.8808 -2.0832
H -0.9516 0.2764 0.5327
H 1.8020 -0.6483 -0.4852
O -3.3939 0.1723 4.2989
H 2.6043 -4.1949 -2.6890
C -3.6286 0.4877 2.9164
H -3.0969 -0.1983 2.2554
H 7.4255 -5.4616 -2.6239
C 0.7255 -0.3893 -0.7663
H -0.7835 -0.6182 7.4870
O 4.7979 -2.7965 -1.7869
H -2.8151 1.8025 -0.1204
H 0.0905 1.7094 0.0056
H -1.9399 -0.5185 -1.2990
H -2.7826 4.6530 -0.3588
C 2.4591 -3.1593 -2.3698
O 2.8758 0.4986 -3.1082
H 0.0409 1.6803 5.6414
C -4.3621 3.1070 -1.0345
H 3.9916 -2.3172 -3.6585
H -4.3073 5.4151 -1.0025
H 3.0613 2.8890 -2.0823
C 5.4084 -3.9078 -2.2124
C -3.1960 1.0331 -2.2830
C -1.8939 0.0575 -2.2832
H -4.7649 3.2322 -2.0999
F -5.3506 2.5186 -0.1633
H 2.2097 -3.1870 -1.3059
H -4.2753 4.6254 0.6936
H 0.6994 0.5956 1.3167
C 7.0356 -5.4472 -1.6040
C -4.3723 0.0416 -1.7715
C -3.9209 4.5152 -0.3944
C 3.7070 -2.3306 -2.6040
H 1.6127 -2.7464 -2.9217
C 1.9282 0.9072 -2.3782
H -0.0724 -0.8310 5.8917
H 0.8832 1.1675 7.1116
H 7.8744 -5.5390 -0.9127
C 0.1241 0.6210 0.3188
H -2.2064 2.9313 -1.4850
H -4.6963 0.3881 2.7246
O -1.1666 0.2178 3.8776
H -0.7478 1.8721 7.1980
H 3.5125 -1.2981 -2.3093
C -0.5314 0.8382 -2.5473
H -2.0809 -0.6826 -3.1426
N 0.7116 0.0866 -2.1830
O -5.1984 -0.4883 -2.6011
H -3.3347 1.5196 2.7159
C -0.6990 -0.1687 6.4943
O -2.0233 -0.1033 5.9619
H -0.4788 1.0129 -3.6854
C -0.0917 1.2156 6.6208
O 6.3691 -4.2212 -1.3216
C 2.1686 2.3256 -1.6678
C -2.1012 0.0997 4.6300
O -4.4834 -0.2618 -0.4182
O 5.1377 -4.5374 -3.2056
*
```

Computed properties:
HOMO level = 1.4 eV
E_LUMO = 3.6 eV

=====

Copy entry 2 word for word.
# C19H34BrF3INO5

4 unconnected molecules or ions with the total composition C19H34BrF3INO5 (ωB97M-V/def2-TZVPD, the OMol25 dataset).

```
! RIJCOSX wB97M-V def2-TZVPD def2/J DEFGRID3
* xyz 0 1
H 4.8112 -3.5591 3.1192
C -8.1368 0.9368 -0.6438
C 6.4349 -4.0775 4.4511
H -8.6738 2.3704 -2.1680
F 3.8392 -0.4688 2.2015
C -8.2164 0.4058 -2.9459
H -2.2356 4.4304 -0.3525
H -6.2042 1.2303 -2.8910
H -8.6453 -0.5965 -2.8822
F 2.2925 0.5050 3.3616
O 2.0024 0.5632 0.5220
H 5.0022 -2.4014 4.4387
C -6.7711 0.3947 -2.4663
H 6.9536 -3.6132 5.2925
H 6.1233 -1.8927 1.9855
O 0.7306 -1.2264 1.1376
C 2.4150 -1.0080 -1.2895
C 5.5420 -3.0528 3.7538
H 4.7867 2.3056 -1.0271
C 2.0205 0.4172 -0.9065
H -4.6625 1.4854 -0.6714
H 5.8969 -4.9486 4.8216
Br 4.8040 -0.9021 -2.9457
F 2.3466 -1.6543 3.2137
H 2.9134 -2.4253 -2.7521
H 7.0129 -1.4789 3.4619
H -2.4431 2.1641 1.3024
H 8.4049 -4.7158 3.7251
H 1.5773 -1.6827 -1.1042
H 1.0420 -1.0217 -3.7125
O -3.3273 2.9419 -1.2733
C 6.5543 -2.3001 2.9003
C 1.6383 -0.4627 1.3020
C -8.8734 1.3261 -1.9189
H 3.1108 1.4113 -2.4692
N 4.1658 1.6169 -0.6240
O -6.8222 0.5475 -1.0453
C 2.9294 1.5460 -1.3999
H 2.3908 -1.4083 -4.7747
H 2.2548 0.2119 -4.1103
H -4.9661 3.8242 0.8596
H -2.9617 0.9874 -0.7210
C -3.8785 3.7262 0.8858
H -8.6211 0.0888 -0.1478
H -3.5002 4.3373 1.7041
H -9.9512 1.1952 -1.8372
C -3.4847 2.2534 0.9838
H -8.0589 1.7563 0.0718
O 7.5685 -3.2444 2.5539
H -4.1026 1.6757 1.6692
C -3.2794 4.1143 -0.4607
H -3.8311 4.9121 -0.9601
H -8.3140 0.7537 -3.9729
C 2.1038 -0.8421 -3.8870
C 2.9093 -1.3372 -2.7016
H -6.2479 -0.5324 -2.7019
C 7.4249 -4.4238 3.3461
C -3.6385 1.8017 -0.4605
I 0.0035 0.8999 -1.6032
H 4.6538 0.7297 -0.6367
H 2.3903 2.4834 -1.2640
C 2.5460 -0.5248 2.5474
H 7.0441 -5.2325 2.7126
H 3.2071 -1.3153 -0.5956
*
```

Computed properties:
SMILES = C[C@@H](Br)C[C@](I)(CN)OC(=O)C(F)(F)F.C1CCOC1.C1CCOC1.C1CCOC1
HOMO level = -9.2 eV
E_LUMO = 0.3 eV